1.
Molecular formula: C4H3FS
Method: DFT, ωB97M-V/def2-TZVPD

```
9
Properties=species:S:1:pos:R:3:forces:R:3:mulliken_charge:R:1
C -1.038049 -0.036480 -0.031064 -1.15 0.75 0.78 -0.37
H -2.101886 0.323824 0.074857 1.14 -1.13 -0.44 0.30
H 0.009184 2.095668 -0.038987 -1.02 -1.45 0.19 0.29
H -1.109070 -2.325882 -0.065411 1.37 2.39 0.18 0.29
F 2.331348 1.136194 -0.044972 0.23 0.03 0.29 -0.25
C -0.532763 -1.302230 -0.028700 -0.33 -1.83 -0.21 -0.34
C 1.204131 0.441003 0.077404 0.17 -1.04 -0.53 0.40
S 1.267614 -1.300730 0.013310 -1.76 0.59 0.03 -0.12
C -0.030513 0.968633 0.043566 1.34 1.68 -0.30 -0.20
```
Forces are in eV/Å.

Values from the calculation:
LUMO = 0.86 eV
net charge = 0
energy relative to the best compared isomer or geometry (same formula, charge and spin) = 0.2511 eV
SMILES string = Fc1cccs1

***

2.
Molecular formula: C42H29BaBrClF4N6OPS
Method: DFT, ωB97M-V/def2-TZVPD

```
87
Properties=species:S:1:pos:R:3:forces:R:3:mulliken_charge:R:1
C -2.856313 1.099774 -1.605308 -0.05 0.04 -0.10 -0.60
F -6.415658 -4.315977 -0.360742 0.04 -0.01 -0.01 -0.29
H 0.093776 4.917932 -0.761505 0.02 -0.02 0.03 0.45
C -4.782042 -1.214819 0.424420 -0.12 0.07 0.03 0.58
C 0.429920 -1.374828 -4.089131 -0.06 -0.08 -0.29 1.58
C -0.408924 0.715034 -4.920135 0.01 0.26 0.28 -1.02
H 4.383302 0.748033 -3.781493 0.01 -0.02 0.02 0.41
C 0.333934 0.598658 -2.611487 0.35 -0.04 1.02 -0.46
H 1.615885 -4.198042 4.741895 0.02 -0.03 0.01 0.23
C -2.764087 1.170922 -0.215240 -0.06 -0.14 -0.06 0.47
H -0.605083 1.479919 2.300451 -0.05 -0.03 -0.03 0.37
H 1.774150 -3.357513 -1.091017 0.00 0.08 -0.03 0.64
C -1.279636 0.928064 2.948053 0.08 0.11 -0.08 -0.18
C -2.192629 0.014195 2.418264 -0.12 -0.04 0.01 0.71
H 1.537980 -4.501195 -3.313842 0.00 0.01 0.01 0.55
N 3.227301 -2.126581 1.290286 0.53 -0.94 0.90 0.20
C -3.440993 -1.558652 0.371872 -0.09 -0.10 0.04 -0.57
H -3.811502 4.279013 -2.280212 0.00 -0.01 0.01 0.40
H 4.872118 -0.821082 3.081244 -0.09 0.01 -0.04 0.33
Br -1.358486 -3.555055 0.124610 -0.17 0.08 -0.02 -0.04
N 0.616855 1.134412 -1.293340 -0.09 -0.45 -1.12 1.48
C -5.788505 -2.126347 0.171955 -0.15 0.02 -0.01 0.38
C 1.649666 4.794108 2.228988 0.09 0.03 0.17 -0.47
N 2.254214 -4.205188 3.965540 -0.26 0.14 0.03 -0.46
C -3.409419 3.490255 -0.323563 0.03 -0.06 0.00 -0.65
C 4.492973 -1.079500 -2.642488 0.02 -0.10 0.03 -0.35
Cl 0.595605 7.037376 1.081824 0.04 -0.22 0.00 -0.25
C 4.373874 0.289538 -2.801028 -0.02 0.08 -0.05 -0.51
C 0.880318 3.126442 0.144574 -0.34 -0.16 -0.87 1.22
C 2.146401 -3.143543 3.095221 0.72 0.11 -0.05 0.40
S 0.625928 -2.279776 3.142009 0.44 -0.56 0.12 -0.37
H -2.616849 0.173812 -2.121137 0.00 0.01 0.04 0.46
H -0.823178 1.323165 -5.714398 0.00 -0.01 0.01 0.44
C 4.314109 -0.739627 -0.282096 -0.07 0.03 0.56 -0.19
N 3.279623 -2.927803 2.440819 -0.73 0.49 -0.43 -1.19
C -3.516485 3.409718 -1.706026 0.02 -0.07 0.04 -0.72
H -3.698879 -1.440711 2.909056 0.00 0.02 0.04 0.33
P -2.128097 -0.324798 0.626418 0.21 0.25 0.07 0.51
H 5.811459 -2.073174 2.315992 0.00 0.00 -0.06 0.31
C 0.634461 -0.797673 -2.827400 0.13 0.07 0.65 -0.73
O 1.729145 1.276091 1.385401 0.57 4.09 0.87 -0.43
N 4.217639 0.589343 -0.425394 0.20 -0.22 -0.10 -0.07
C 1.936346 3.449252 2.292437 -0.09 0.33 0.07 -0.84
H 4.152264 2.156271 -1.754446 0.01 -0.02 0.02 0.44
H -1.961955 0.586622 6.244972 0.01 0.01 -0.03 0.38
C -2.924981 -0.491904 4.661597 0.03 0.01 -0.06 -0.73
H 1.956322 5.454347 3.031931 -0.02 -0.02 -0.03 0.42
H -2.981966 2.444510 1.498883 0.01 0.00 -0.01 0.45
H 6.009549 -0.377667 1.786685 -0.02 -0.03 0.02 0.43
H -0.266573 -1.037686 -6.118867 0.03 -0.03 0.05 0.44
C -3.246317 2.205816 -2.347413 0.00 0.00 0.12 -0.71
H 4.601714 -1.730896 -3.501323 0.00 0.01 0.01 0.48
C 1.406647 -2.810020 -1.959246 -0.09 0.01 -0.35 -0.72
C -0.103581 -0.590547 -5.145114 0.06 -0.16 0.03 -0.90
H -3.327178 2.128122 -3.425009 0.00 0.01 0.01 0.50
C 5.295764 -1.128460 2.125089 0.26 0.19 -0.04 -1.40
C -1.203760 1.145769 4.314931 -0.06 -0.06 -0.02 -0.76
H 4.535806 -2.670124 -1.179587 0.01 0.03 -0.01 0.48
C 4.224398 -1.340540 1.110822 0.01 -0.12 -0.41 1.05
H -3.560819 -1.064723 5.324402 0.02 0.02 0.01 0.42
H 2.465669 3.031025 3.138583 -0.01 0.00 -0.01 0.52
C 0.520319 2.390892 -1.080260 0.16 0.47 0.41 -0.61
H 0.640131 -3.206180 -5.219848 -0.01 0.05 0.02 0.43
H 0.178860 3.055962 -1.879054 -0.01 0.07 0.07 -0.16
H -3.618281 4.423036 0.184767 0.00 0.00 -0.01 0.47
C -3.006047 -0.701205 3.291996 -0.04 -0.02 0.03 -0.77
C 4.461607 -1.605490 -1.360742 -0.06 -0.01 -0.08 -0.66
H -0.454102 2.348771 -3.521161 0.00 -0.03 -0.04 0.51
Ba 1.158435 -0.666860 0.641243 -1.16 -2.44 0.22 2.02
H -0.484957 1.855239 4.703969 0.00 0.00 -0.02 0.51
C 4.246703 1.078606 -1.666983 -0.08 -0.07 0.26 -0.40
C -2.028060 0.434220 5.174928 -0.03 -0.04 0.01 -0.69
N 1.107776 -1.550823 -1.780287 -0.08 0.10 -1.34 1.27
C 0.964006 5.325842 1.133229 0.04 0.10 0.12 -0.06
C -3.043530 2.373756 0.419987 -0.01 0.11 0.05 -0.20
C 1.531957 2.567962 1.271137 0.17 -1.20 0.05 0.06
F -5.172755 0.015637 0.759660 0.11 0.05 -0.03 -0.39
F -7.066744 -1.763148 0.224147 0.01 0.01 0.00 -0.30
C 1.271128 -3.458696 -3.209179 0.06 -0.04 0.36 -1.25
C 0.602348 4.504261 0.102856 -0.04 0.04 -0.14 -1.24
C -5.455984 -3.429377 -0.119869 -0.16 -0.13 -0.03 0.58
F -3.876122 -5.098811 -0.407458 0.16 0.02 0.01 -0.34
C -4.128014 -3.818382 -0.142380 -0.20 -0.13 -0.04 0.22
C 0.777306 -2.740461 -4.249609 -0.11 0.10 -0.31 -1.00
C -3.130314 -2.900252 0.103723 0.22 0.08 -0.03 -0.42
H 3.190213 -4.536294 4.133459 0.02 0.00 0.01 0.24
C -0.187094 1.308667 -3.649535 -0.17 0.05 -0.59 -0.67
```
Forces are in eV/Å.

Values from the calculation:
LUMO = -0.71 eV
net charge = 0
energy relative to the best compared isomer or geometry (same formula, charge and spin) = 1.3879 eV

***

3.
Molecular formula: CH10N5
Method: DFT, ωB97M-V/def2-TZVPD

```
16
Properties=species:S:1:pos:R:3:forces:R:3:mulliken_charge:R:1
H 1.688025 2.779309 -0.650902 0.29 0.75 -1.12 0.26
N -1.989809 -0.914316 -0.039482 1.61 0.52 -2.18 -0.60
C -0.139766 0.676667 0.291004 2.48 -1.73 -1.05 0.11
N 1.054455 -2.008934 0.054033 -1.39 -0.95 -0.26 -0.66
H 2.078950 1.224063 -0.329823 -0.17 0.83 0.28 0.28
H 0.762731 -0.790427 -0.002986 -0.04 -0.36 0.49 0.18
H 0.331780 -2.333284 0.751342 1.00 0.39 -0.67 0.40
H 1.978072 -2.375532 0.331082 -0.35 0.77 0.21 0.34
N 0.367870 1.876619 0.415979 -0.16 0.39 -0.24 0.04
H -2.210729 -1.151440 -1.087892 0.72 1.13 2.40 0.28
H -2.120353 1.173690 -0.108202 1.31 -0.71 0.63 0.25
N -1.391785 0.444646 0.118957 -4.90 -0.28 -0.87 -0.17
H -2.877727 -0.900167 0.419387 -0.45 0.13 0.51 0.29
H -0.099856 2.772356 0.560533 -0.33 -0.57 -0.01 0.30
N 1.737910 2.111766 0.075201 0.31 -1.41 1.15 -0.65
H 0.830228 -2.585023 -0.798230 0.09 1.12 0.72 0.35
```
Forces are in eV/Å.

Values from the calculation:
LUMO = -2.95 eV
net charge = +1
energy relative to the best compared isomer or geometry (same formula, charge and spin) = 3.1970 eV

***

4.
Molecular formula: C29H32AsN4Na
Method: DFT, ωB97M-V/def2-TZVPD

```
67
Properties=species:S:1:pos:R:3:forces:R:3:mulliken_charge:R:1
N -2.597410 -9.028502 20.355871 0.16 -0.13 -0.10 0.23
H 3.140747 -11.055559 17.888191 -0.33 -0.03 -0.18 0.42
H -2.332373 -7.302013 15.092321 0.18 0.12 0.19 -0.21
C -1.638010 -6.693969 15.681006 0.03 0.09 -0.48 -0.75
H 0.684927 -11.159473 21.121723 -0.06 -0.02 -0.19 0.17
H -3.328627 -5.858731 22.429774 0.05 -0.22 -0.12 0.38
C -1.405361 -12.737231 21.360841 0.22 0.16 0.00 -1.09
H -3.608054 -12.534162 18.277896 -0.03 -0.07 0.21 0.48
H 0.429495 -7.943736 20.475706 -0.16 -0.34 0.09 0.51
H -0.728429 -12.752669 22.214368 -0.17 0.01 -0.18 0.40
C -4.162730 -7.483285 21.279247 -0.37 0.13 0.15 -0.92
N -0.027569 -9.813444 19.635010 0.28 -0.09 0.18 1.04
C -4.747750 -10.830650 13.519692 0.02 -0.09 0.14 -0.57
H 0.153162 -9.237267 21.659747 -0.01 0.18 -0.29 0.39
H -1.024692 -11.509895 15.364618 0.22 -0.02 0.07 0.48
C -3.373887 -13.467029 20.221692 -0.13 -0.22 0.13 -0.80
C -3.008430 -12.623970 19.184463 -0.44 -0.25 -0.34 -0.27
C 2.190781 -12.103232 16.252062 0.06 -0.10 -0.10 -0.34
C -1.827044 -7.198319 21.666444 0.22 0.09 -0.02 -0.92
Na -2.023543 -9.862014 18.154040 0.25 -0.27 0.04 0.50
H 0.928802 -12.936259 14.702749 0.02 0.18 0.22 0.40
C -4.339465 -9.591142 14.030592 -0.10 -0.07 -0.74 0.31
H -1.063754 -4.730467 17.732087 0.13 -0.13 0.14 0.43
H -4.272018 -14.077545 20.150355 0.19 0.19 0.03 0.40
C -2.546214 -13.523074 21.333773 -0.12 -0.09 0.08 -0.34
C -3.839879 -8.606799 20.540000 -0.55 -0.09 0.02 -0.19
C -5.058487 -10.983208 12.181294 -0.10 -0.23 -0.24 -0.42
H -0.617364 -6.872566 15.311583 -0.26 0.06 0.15 0.33
N -0.031469 -10.571376 16.881307 -0.14 0.15 0.07 0.15
C 2.232986 -11.186370 17.292423 0.22 0.19 0.18 -0.89
C -4.292382 -8.503620 13.145343 0.05 0.20 0.27 -0.35
As -1.776504 -7.200610 17.555344 0.40 0.98 0.07 1.25
C -3.491574 -6.356945 17.950132 -0.36 0.16 -0.08 -1.17
C -4.610545 -8.659447 11.810888 -0.05 0.21 -0.34 -0.51
C -4.985546 -9.900231 11.316067 -0.07 -0.05 -0.29 -0.40
C -1.603182 -8.338755 20.891747 -0.21 0.33 0.43 0.83
H -0.732980 -5.564224 19.276636 -0.02 -0.02 -0.13 0.28
H 0.761277 -8.464630 18.263097 0.16 -0.29 0.23 -0.03
H -1.882569 -5.626779 15.568420 0.10 -0.30 0.01 0.43
C -0.685638 -5.655769 18.185735 0.03 0.10 -0.03 -1.39
H -4.566151 -7.800590 11.139926 0.01 -0.19 0.17 0.35
H -5.220793 -10.021443 10.259182 0.03 0.02 0.24 0.36
H 2.011225 -9.369862 19.192754 -0.17 0.04 -0.16 0.46
H -5.204117 -7.176615 21.402742 0.38 -0.12 -0.10 0.38
C 1.014017 -12.231465 15.528935 0.09 -0.24 -0.14 -0.77
H -3.590955 -5.418886 17.384133 0.06 -0.24 0.14 0.46
C 0.159922 -11.160949 20.149727 0.33 -0.21 0.06 -1.16
H -2.782766 -14.175176 22.171635 0.01 0.12 -0.14 0.40
C 1.024453 -9.446867 18.693082 0.41 0.53 0.13 0.00
H 0.794589 -11.719883 19.440587 -0.22 0.14 0.34 0.44
C -3.490535 -9.335703 16.528038 -0.97 -0.31 -1.18 -0.68
C 1.093391 -10.433858 17.570599 0.43 -0.22 -0.21 -0.24
H 0.364252 -5.786734 17.894535 -0.17 0.02 0.03 0.36
H -3.999502 -7.524451 13.524181 -0.05 -0.25 -0.07 0.42
H -0.985717 -6.657230 22.105337 -0.22 -0.15 -0.16 0.46
C -0.070731 -11.445906 15.892577 -0.33 -0.16 -0.49 -0.29
C -0.196663 -8.829784 20.689549 0.43 0.37 0.15 -1.82
C -1.121229 -11.932240 20.259828 0.00 -0.52 0.44 0.95
H -4.806870 -11.678668 14.195177 0.04 0.10 -0.06 0.42
C -3.926338 -9.460995 15.376295 0.46 0.17 1.44 -0.17
H 3.061818 -12.716121 16.016113 -0.23 0.19 0.05 0.40
N -1.909708 -11.893365 19.195332 0.11 -0.09 0.02 0.03
H -4.610005 -9.206456 20.056881 0.04 0.15 0.07 0.39
H -5.355008 -11.960756 11.797901 0.05 0.23 0.13 0.35
H -3.572023 -6.133671 19.019706 0.07 -0.06 -0.22 0.24
C -3.125985 -6.759504 21.850851 -0.03 0.11 0.15 -0.30
H -4.288339 -7.048347 17.653433 0.17 0.16 0.08 0.32
```
Forces are in eV/Å.

Values from the calculation:
LUMO = 0.14 eV
net charge = 0